[1]
Computed, not measured: C25H23N3O13Sn as an isolated structure, with ωB97M-V with the def2-TZVPD basis set.

Geometry as XYZ:
```
65
Properties=species:S:1:pos:R:3:lowdin_charge:R:1
C 4.15265 0.97951 -3.95848 -0.210
H 2.15688 -0.89092 -4.38595 0.127
O -0.89443 -3.84677 0.10677 -0.230
N -3.24734 -2.59708 0.30145 -0.007
C 2.39686 0.88784 1.85171 -0.130
O 2.69045 -0.66307 3.61010 0.005
C 1.83090 0.05478 -3.93201 -0.151
C 1.59394 2.84730 0.66256 0.018
C -6.92113 -4.14070 -1.42004 -0.700
H 0.36346 1.19851 1.29776 0.088
C -4.41899 -1.99496 0.50776 -0.122
C 3.70931 1.37228 1.84211 0.056
H 5.32132 4.44293 -0.64072 0.126
C -1.84454 -4.36609 -0.58634 -0.627
O 5.11645 3.25339 1.03225 0.009
O 1.23749 -1.16516 1.96123 -0.234
H -4.38334 -1.09911 1.12101 0.093
C -5.60263 -2.47137 -0.01924 -0.007
H 5.20652 0.70230 -2.08088 0.114
O -7.87372 -3.33743 -1.33025 -0.076
O -1.98195 -1.67372 3.40699 -0.203
H -3.39566 0.67866 3.37501 0.142
C -4.36562 -4.26478 -0.97840 0.057
H 3.66745 -1.18991 -2.26224 0.129
O -4.66187 1.57992 1.40153 0.093
C 4.79189 4.43243 0.32131 -0.182
H -1.19027 1.16440 4.84134 0.123
O 3.39360 4.46657 0.09245 0.005
C 3.27054 -0.21946 -1.93306 -0.130
H -4.98039 1.50651 0.49258 0.125
O -2.28960 -0.96112 5.51448 0.002
C 3.92073 2.57724 1.22040 -0.211
H 2.66909 1.23762 -5.52738 0.107
H 5.09195 5.31161 0.90496 0.128
C 2.88797 3.30479 0.65948 -0.224
O -1.43543 0.99432 2.78370 -0.181
C 0.84624 -0.24461 -1.76187 -0.249
H -2.91022 2.37399 3.22705 0.146
N 1.93414 -0.03058 -2.48096 -0.100
C -2.77993 1.37273 2.79167 -0.134
H 3.85747 1.84425 -2.01663 0.109
N -0.10256 -0.43471 -1.13011 0.144
C 4.18908 0.89251 -2.43146 -0.177
H 0.79152 3.41528 0.20877 0.118
O -1.73426 -5.31472 -1.35712 0.020
H 0.78527 0.21128 -4.19072 0.127
C -3.21875 -3.71807 -0.41853 -0.189
H 0.00600 0.17637 3.95157 0.114
C -1.85097 -0.84901 4.36954 -0.685
H -6.54445 -1.96563 0.14225 0.105
C 1.36409 1.61043 1.27026 -0.025
C -3.32302 1.40141 1.38814 -0.511
C 2.10694 -0.44767 2.54508 -0.667
O -6.87217 -5.27464 -1.92938 -0.057
H -4.29937 -5.17610 -1.55467 0.121
Sn -0.99886 -1.80536 1.21740 1.571
C 2.71450 1.18985 -4.43678 -0.186
C -5.58710 -3.62908 -0.79298 -0.094
H 3.20434 -0.22629 -0.84537 0.124
O -2.69186 1.28136 0.37520 0.106
H 2.33672 2.13597 -4.04046 0.117
H 4.50787 0.80881 2.30516 0.127
C -1.04884 0.43498 4.03869 -0.109
H 4.55073 0.05538 -4.39264 0.110
H 4.78486 1.80059 -4.30506 0.103
```

Output
HOMO-LUMO gap in eV: 6.73
Total charge: -2



[2]
Computed, not measured: one molecule with the formula C25H23N3O2 at a distorted geometry, with ωB97M-V with the def2-TZVPD basis set.

Geometry as XYZ:
```
53
Properties=species:S:1:pos:R:3:lowdin_charge:R:1
H -0.28126 4.90902 -1.76761 0.103
C -2.40112 -2.94973 1.16643 -0.214
H -0.82062 -1.68337 1.86610 0.109
H 1.18124 -3.58436 0.16552 0.132
H -1.05284 -4.44992 0.43624 0.137
H 4.33422 3.45367 -0.88257 0.141
H -3.06330 -1.44286 -1.23516 0.109
H 5.15833 -0.62095 -0.71847 0.163
C 1.30229 3.71407 -0.98121 -0.024
C -1.58260 -3.56984 0.05486 -0.088
C -4.47208 -2.78158 2.37871 -0.083
O 6.13335 1.64717 -0.78442 0.074
N 3.17781 -0.15419 -1.04497 0.061
C -1.84512 -1.99542 2.00780 -0.029
C 0.27887 0.42302 -2.04196 -0.017
H 3.41839 -2.12789 -0.44443 0.130
C -0.01463 4.13817 -1.05932 -0.096
H -2.00330 3.90582 -0.30452 0.101
H 1.20236 0.92852 -2.26682 0.098
O 2.93411 2.24744 0.07105 -0.047
C -0.97570 3.58164 -0.23952 -0.102
H 3.37917 2.37117 -1.94977 0.130
H -3.07273 0.73648 -2.39349 0.101
C -3.71991 -3.33777 1.35935 -0.049
H -2.24997 -3.90058 -0.74985 0.133
C 2.74872 -1.32470 -0.78263 -0.094
H 2.04166 4.16738 -1.62398 0.107
N -0.61021 -2.65559 -0.47566 -0.062
C 0.30141 -0.79526 -1.37120 -0.108
N 4.48601 0.12754 -0.91049 0.056
H 1.82197 1.51002 2.45990 0.090
C 1.35285 -1.62412 -0.85111 -0.163
H -1.36336 2.16166 1.31126 0.111
C -2.13447 0.28620 -2.10533 -0.080
C 1.10167 1.10838 1.74851 -0.017
C 0.73564 -2.73744 -0.32357 -0.008
C 1.66355 2.72600 -0.07588 -0.241
C -2.59999 -1.43453 3.02240 -0.074
H -5.49705 -3.09111 2.51951 0.103
C 4.95103 1.40270 -0.87431 -0.436
C -2.13910 -0.93185 -1.45962 -0.004
C -0.90938 -1.47080 -1.10414 -0.171
C -3.91418 -1.82623 3.21087 -0.089
H 0.23720 0.73186 2.28961 0.068
H 1.58512 0.28909 1.22023 0.065
H -4.16018 -4.07955 0.70768 0.112
C 0.69530 2.16577 0.77143 -0.202
H -4.50257 -1.38767 4.00276 0.102
H -0.98393 1.89575 -2.91870 0.101
C 3.86084 2.46713 -0.96780 -0.106
H -2.15963 -0.68992 3.66895 0.102
C -0.61226 2.60247 0.67125 -0.045
C -0.94160 0.94909 -2.40189 -0.088
```

Output
HOMO-LUMO gap in eV: 8.31
SMILES: Cc1ccccc1OCC(=O)N/N=C/c1cn(Cc2ccccc2)c2ccccc12
Total charge: 0
Relative energy (zero: lowest compared OMol25 entry of this formula, charge and spin) in kcal/mol: 37.25



[3]
Computed, not measured: C25H23N3O3PS2W as an isolated structure, with ωB97M-V with the def2-TZVPD basis set.

Geometry as XYZ:
```
58
Properties=species:S:1:pos:R:3:lowdin_charge:R:1
H -0.22320 3.71789 1.57837 0.136
H -1.03196 -2.60151 -2.72110 0.100
C -2.08973 -1.00149 -0.39609 -0.358
C 4.25143 0.84522 0.48153 0.020
C 0.45550 3.42174 -2.62376 -0.416
C -0.74944 -2.68112 4.80388 -0.006
C -2.79668 -0.09641 -1.21698 -0.141
C 2.16449 1.09747 2.38329 -0.039
H -2.22426 -2.73751 0.88596 0.118
C 0.77603 3.82594 -3.91031 -0.013
H 0.85462 3.21334 -5.95348 0.134
W -0.44023 -0.27964 -1.19094 1.384
O 1.56417 -0.46504 -1.63111 -0.459
C -1.10395 -1.20016 2.94666 -0.109
H -4.72349 0.47961 -1.99928 0.136
H 1.76696 -3.01722 2.56432 0.122
N -0.30621 2.87175 1.03507 0.165
C -1.50402 -1.69702 4.17457 -0.034
C -0.20723 1.23551 -3.42804 -0.081
C -0.06269 2.87666 -0.27156 -0.626
C 3.07662 0.13086 0.39709 -0.286
S 2.66463 -1.08172 -0.77602 0.733
C -2.76841 -2.02624 0.27895 -0.065
H 1.00004 -3.92612 4.71875 0.132
H -4.67598 -2.92550 0.61685 0.137
H 1.40078 1.17318 3.14832 0.126
H -5.90328 -1.33474 -0.80379 0.140
C 0.06894 -1.68775 2.35934 -0.360
C -4.18123 -0.21608 -1.37395 -0.009
H 5.27787 2.29034 1.68779 0.138
H -2.40502 -1.32267 4.64187 0.127
H -2.32962 0.75120 -1.73922 0.098
C -0.02937 2.14551 -2.39323 -0.356
C 2.02735 0.23401 1.31529 -0.301
O 3.67879 -1.73554 -1.48699 -0.122
C 0.61192 2.91092 -4.94368 -0.018
S 0.52131 4.28106 -1.09390 1.214
C -4.83137 -1.22571 -0.69616 0.018
H 0.56780 -2.59679 -2.49306 0.090
N -0.26850 1.81264 -1.05403 -0.112
H -1.07132 -3.07347 5.75968 0.133
H -0.66156 0.22359 -3.32055 0.091
P 0.67837 -0.91567 0.89423 0.995
H -0.84563 2.12063 1.43538 0.115
N -0.31649 -2.41054 -2.01951 0.015
C 0.84774 -2.65372 3.00781 -0.045
C -4.12973 -2.13166 0.12380 0.006
H 1.14286 4.82293 -4.11798 0.137
C 4.36775 1.71920 1.56172 0.004
H -0.41957 -3.15405 -1.33093 0.087
H 0.00019 0.94405 -5.54984 0.132
H 5.05357 0.71111 -0.23354 0.146
C 3.34549 1.83580 2.49404 -0.002
C 0.41921 -3.16166 4.22095 -0.019
O 1.81042 -2.00793 0.17604 -0.370
H -1.70304 -0.44395 2.45285 0.100
C 0.13021 1.62346 -4.71896 -0.016
H 3.47816 2.49303 3.34354 0.134
```

Output
HOMO-LUMO gap (alpha / beta) in eV: 6.67 / 6.67
Total charge: +3
Relative energy (zero: lowest compared OMol25 entry of this formula, charge and spin) in kcal/mol: 0.00



Ordered energy results: -63221.4050; -34863.4454; -69669.6225; unit eV.